No. 1
An isolated ion of composition C7H9N4O2S2 and charge +1. Source: OMol25; level of theory: ωB97M-V/def2-TZVPD.

The geometry in XYZ format:
```
24
C7H9N4O2S2 ωB97M-V/def2-TZVPD
C 1.387 -1.264 -1.002
C -1.663 1.469 0.212
C 3.354 0.236 -1.206
C -3.053 -0.161 -0.327
C 1.161 -0.714 0.442
C -1.331 2.770 0.880
C 0.629 -1.811 1.298
N 2.492 -0.549 -1.707
N -1.720 -0.696 -0.129
N 0.465 0.438 0.164
N -0.881 0.391 0.056
O -3.967 -0.774 -0.765
O -2.914 1.170 -0.085
S 0.406 -2.157 -1.967
S 4.386 1.322 -0.882
H 2.221 -0.247 0.814
H -2.061 2.922 1.624
H -1.339 3.491 0.120
H -0.287 2.612 1.277
H 1.393 -2.146 1.968
H 0.303 -2.746 0.748
H -0.180 -1.307 1.898
H 2.539 -0.855 -2.731
H -1.340 -1.396 -0.700
```

The net charge is +1. As for the relative energy (zero: lowest compared OMol25 entry of this formula, charge and spin): 60.2 kcal per mole. For the lowest unoccupied orbital energy (alpha / beta), the calculation gives -5.90 / -5.90 eV. As for the max |F|: 3.5 eV Å⁻¹. The calculation puts the HOMO-LUMO gap (alpha / beta) at 5.319 / 5.321 eV. The HOMO energy (alpha / beta) is -0.412 / -0.412 Eh. As for the energy: -1437.5831 a.u.

Here are the natural (NBO) charges for atoms 1 to 4, given in e: 0.071 0.544 0.219 0.862


No. 2
C24H37FeN4O2 as an isolated structure. Source: OMol25; level of theory: ωB97M-V/def2-TZVPD.

The geometry in XYZ format:
```
68
C24H37FeN4O2 ωB97M-V/def2-TZVPD
Fe 0.288 0.287 0.102
C 2.051 -1.455 2.086
N 0.950 -0.488 2.101
C 1.389 0.735 2.807
C -0.292 -0.990 2.665
C -0.334 -2.051 3.546
C -1.555 -2.551 3.989
C -2.722 -1.980 3.518
C -2.691 -0.906 2.636
C -1.477 -0.362 2.201
N -1.287 0.646 1.266
C -2.232 1.551 0.818
C -3.444 1.880 1.441
C -4.319 2.793 0.870
C -4.017 3.423 -0.325
C -2.787 3.175 -0.920
C -1.906 2.270 -0.359
N -0.551 2.101 -0.871
C 0.306 3.155 -0.284
C -0.444 2.147 -2.333
H 2.426 -1.670 3.090
H 2.869 -1.036 1.499
H 1.726 -2.386 1.625
H 1.703 0.499 3.828
H 0.566 1.445 2.845
H 2.232 1.178 2.271
H 0.583 -2.509 3.893
H -1.581 -3.380 4.682
H -3.680 -2.376 3.829
H -3.621 -0.523 2.252
H -3.689 1.449 2.397
H -5.248 3.017 1.378
H -4.708 4.121 -0.777
H -2.519 3.709 -1.823
H -0.005 4.146 -0.625
H 1.344 2.984 -0.575
H 0.223 3.121 0.803
H -0.666 3.140 -2.735
H -1.127 1.427 -2.781
H 0.579 1.894 -2.618
C -2.667 -2.241 -0.871
C -1.690 -3.413 -0.801
C -0.377 -2.720 -0.472
O -0.480 -1.379 -1.037
C -1.827 -1.186 -1.557
H -2.938 -1.908 0.132
H -3.575 -2.471 -1.425
H -1.631 -3.912 -1.770
H -1.955 -4.151 -0.047
H 0.496 -3.202 -0.911
H -0.242 -2.622 0.607
H -1.796 -1.334 -2.640
H -2.136 -0.167 -1.333
C 4.629 1.399 -0.617
N 4.111 0.610 -1.734
C 4.982 0.345 -2.878
C 2.868 0.152 -1.671
C 2.332 -0.683 -2.796
O 2.156 0.424 -0.675
H 5.711 1.440 -0.692
H 4.352 0.938 0.328
H 4.229 2.413 -0.637
H 5.803 1.056 -2.858
H 4.449 0.476 -3.817
H 5.395 -0.664 -2.839
H 3.014 -1.497 -3.042
H 2.214 -0.070 -3.692
H 1.362 -1.082 -2.511
```

The net charge is +1. As for the relative energy (zero: lowest compared OMol25 entry of this formula, charge and spin): 0.0 kcal per mole. The spin multiplicity is 5. For the lowest unoccupied orbital energy (alpha / beta), the calculation gives -2.08 / -2.08 eV. As for the max |F|: 0.2 eV Å⁻¹. Its expectation value of S² is 6.009. The calculation puts the HOMO-LUMO gap (alpha / beta) at 7.235 / 7.315 eV. The HOMO energy (alpha / beta) is -0.342 / -0.345 Eh. As for the energy: -2569.7759 a.u.

Here are the natural (NBO) charges for atoms 1 to 4, given in e: 1.566 -0.415 -0.554 -0.420


No. 3
C6H14O4P as an isolated structure. Source: OMol25; level of theory: ωB97M-V/def2-TZVPD.

The geometry in XYZ format:
```
25
C6H14O4P ωB97M-V/def2-TZVPD
C 2.632 1.673 -1.628
C -3.415 0.300 0.742
C -1.097 -1.921 -0.931
C 2.642 1.165 -0.193
C -1.948 0.738 1.149
C -0.721 -1.241 0.342
O 1.163 -0.392 2.139
O 1.313 -2.812 1.114
O 2.823 -0.185 -0.275
O -1.000 0.114 0.323
P 0.828 -1.439 1.137
H 2.824 2.750 -1.867
H 3.499 1.282 -2.238
H 1.748 1.156 -1.965
H -4.166 0.675 1.309
H -3.596 0.495 -0.270
H -3.401 -0.755 0.880
H -1.814 -1.320 -1.447
H -0.338 -2.225 -1.665
H -1.783 -2.798 -0.782
H 1.687 1.521 0.214
H 3.486 1.607 0.457
H -1.761 0.513 2.204
H -1.767 1.672 0.926
H 2.162 -0.574 0.325
```

The net charge is -1. As for the relative energy (zero: lowest compared OMol25 entry of this formula, charge and spin): 34.9 kcal per mole. For the lowest unoccupied orbital energy (alpha / beta), the calculation gives 3.63 / 3.63 eV. As for the max |F|: 5.6 eV Å⁻¹. The calculation puts the HOMO-LUMO gap (alpha / beta) at 6.689 / 6.689 eV. The HOMO energy (alpha / beta) is -0.112 / -0.112 Eh. As for the energy: -879.3002 a.u.

Here are the natural (NBO) charges for atoms 1 to 4, given in e: -0.642 -0.644 -0.655 -0.059


No. 4
A 2-piece molecular cluster, C5H14OS overall. Source: OMol25; level of theory: ωB97M-V/def2-TZVPD.

The geometry in XYZ format:
```
21
C5H14OS ωB97M-V/def2-TZVPD
C 0.264 -1.950 0.487
C -0.730 -0.887 0.993
C -0.941 0.223 -0.034
C 0.406 0.996 -0.252
S 0.853 1.980 1.235
C -0.765 2.598 1.923
H -0.120 -2.389 -0.441
H 1.155 -1.413 0.213
H 0.362 -2.783 1.167
H -0.467 -0.572 2.012
H -1.717 -1.357 1.130
H -1.677 0.956 0.293
H -1.188 -0.203 -1.007
H 1.136 0.239 -0.521
H 0.445 1.748 -1.037
H -1.355 2.896 1.060
H -0.491 3.410 2.586
H -1.277 1.803 2.473
H 1.571 -1.403 -4.642
H 2.492 -2.369 -3.805
O 2.045 -1.524 -3.834
```

As for the relative energy (zero: lowest compared OMol25 entry of this formula, charge and spin): 11.3 kcal per mole. For the lowest unoccupied orbital energy, the calculation gives 0.80 eV. As for the max |F|: 2.0 eV Å⁻¹. As for the structure (SMILES): CCCCSC.O. The calculation puts the HOMO-LUMO gap at 9.028 eV. The HOMO energy is -0.302 Eh. As for the energy: -672.3017 a.u.

Here are the natural (NBO) charges for atoms 1 to 4, given in e: -0.608 -0.406 -0.404 -0.519


No. 5
A 2-piece molecular cluster, C3H4N4 overall. Source: OMol25; level of theory: ωB97M-V/def2-TZVPD.

The geometry in XYZ format:
```
11
C3H4N4 ωB97M-V/def2-TZVPD
C -0.761 -1.319 0.090
C -0.789 0.102 0.254
C 0.721 1.751 -1.766
N 0.113 -1.806 0.955
N 0.539 -0.720 1.601
N 1.806 1.446 -1.970
N 0.050 0.425 1.237
H -1.139 -1.948 -0.667
H -1.434 0.901 -0.295
H -0.313 1.979 -1.729
H 1.208 -0.810 2.290
```

As for the relative energy (zero: lowest compared OMol25 entry of this formula, charge and spin): 63.7 kcal per mole. For the lowest unoccupied orbital energy, the calculation gives 0.89 eV. As for the max |F|: 2.6 eV Å⁻¹. As for the structure (SMILES): c1cn[nH]n1.C#N. The calculation puts the HOMO-LUMO gap at 11.231 eV. The HOMO energy is -0.380 Eh. As for the energy: -335.6718 a.u.

Here are the natural (NBO) charges for atoms 1 to 4, given in e: -0.102 -0.115 0.075 -0.230


No. 6
A 11-piece molecular cluster, C44H61F15O28 overall. Source: OMol25; level of theory: ωB97M-V/def2-TZVPD.

The geometry in XYZ format:
```
148
C44H61F15O28 ωB97M-V/def2-TZVPD
C -1.890 -0.511 8.112
C -2.814 -0.853 7.052
O -3.112 0.420 6.316
C -2.677 0.482 5.068
O -1.961 -0.317 4.510
C -3.003 1.782 4.384
F -1.851 2.510 4.305
F -3.571 1.678 3.158
F -3.837 2.492 5.133
H -2.148 0.406 8.658
H -0.869 -0.439 7.727
H -1.758 -1.361 8.786
H -3.773 -1.263 7.417
H -2.355 -1.615 6.441
C -8.107 3.515 1.640
C -6.832 3.030 2.197
O -6.328 1.802 1.510
C -5.640 2.122 0.384
O -5.524 3.173 -0.140
C -5.136 0.825 -0.256
F -5.912 0.539 -1.301
F -3.836 0.910 -0.755
F -5.030 -0.310 0.512
H -7.988 4.067 0.749
H -8.631 4.106 2.347
H -8.801 2.630 1.512
H -6.875 2.813 3.231
H -6.072 3.843 2.109
C 1.324 -3.066 -4.876
C 1.781 -3.793 -6.096
O 3.212 -3.855 -6.176
C 3.823 -2.729 -6.446
O 3.264 -1.735 -6.764
C 5.343 -2.930 -6.150
F 5.886 -3.766 -7.038
F 5.974 -1.811 -6.153
F 5.496 -3.364 -4.942
H 1.644 -2.030 -4.807
H 1.613 -3.600 -4.003
H 0.220 -3.034 -4.957
H 1.365 -3.348 -7.009
H 1.413 -4.824 -6.235
C 2.389 6.043 -0.816
C 1.590 5.883 0.462
O 0.377 5.195 0.139
C -0.273 4.669 1.170
O 0.037 4.546 2.302
C -1.730 4.228 0.784
F -2.443 4.287 1.936
F -2.284 4.994 -0.183
F -1.671 2.933 0.396
H 1.912 6.772 -1.442
H 2.352 5.048 -1.321
H 3.404 6.365 -0.583
H 1.334 6.895 0.781
H 2.159 5.330 1.169
C -0.893 -0.365 0.702
C 0.281 -0.567 -0.277
O 0.853 0.776 -0.409
C 2.052 0.868 -1.032
O 2.721 -0.064 -1.472
C 2.561 2.304 -0.929
F 1.970 3.067 -1.918
F 2.380 2.843 0.307
F 3.858 2.331 -1.153
H -1.318 -1.312 0.986
H -1.690 0.307 0.344
H -0.528 0.042 1.730
H 0.007 -1.065 -1.232
H 1.021 -1.125 0.279
C 4.982 -3.339 0.608
C 3.530 -2.976 0.234
C 2.971 -3.610 -1.052
O 1.659 -4.112 -0.673
C 1.549 -4.105 0.704
O 0.577 -4.498 1.249
O 2.606 -3.458 1.237
H 5.203 -2.790 1.497
H 5.686 -3.102 -0.164
H 5.088 -4.400 0.853
H 3.321 -1.902 0.304
H 3.559 -4.481 -1.326
H 2.952 -2.907 -1.865
C -1.204 -4.963 -1.742
C -2.251 -4.688 -0.667
C -3.124 -3.458 -0.982
O -4.291 -3.847 -0.264
C -4.380 -5.226 -0.141
O -5.344 -5.821 0.238
O -3.207 -5.807 -0.559
H -0.454 -5.658 -1.376
H -0.659 -4.011 -1.954
H -1.637 -5.221 -2.727
H -1.782 -4.608 0.268
H -3.243 -3.326 -2.054
H -2.650 -2.465 -0.671
C -1.114 -3.890 4.433
C 0.163 -4.039 5.242
C 1.396 -3.457 4.459
O 1.759 -2.311 5.152
C 1.050 -2.247 6.325
O 1.161 -1.318 7.049
O 0.225 -3.305 6.475
H -1.047 -4.618 3.621
H -1.218 -2.859 4.058
H -2.048 -4.170 4.970
H 0.353 -5.089 5.546
H 1.160 -3.296 3.447
H 2.210 -4.167 4.543
C 2.634 3.261 4.322
C 2.818 1.802 4.216
C 1.519 0.956 4.135
O 1.799 0.020 3.093
C 2.978 0.369 2.491
O 3.396 -0.169 1.492
O 3.499 1.389 3.088
H 3.529 3.802 4.130
H 2.413 3.486 5.336
H 1.818 3.697 3.730
H 3.281 1.548 5.146
H 0.628 1.581 3.913
H 1.339 0.340 5.052
C 3.372 0.929 -4.660
C 3.965 1.519 -5.927
C 2.993 2.339 -6.706
O 3.292 3.696 -6.317
C 4.528 3.715 -5.837
O 5.263 4.634 -5.613
O 5.002 2.479 -5.477
H 2.731 0.004 -4.652
H 2.670 1.662 -4.202
H 4.260 0.864 -4.036
H 4.364 0.717 -6.563
H 1.939 2.146 -6.477
H 3.214 2.292 -7.782
C -3.271 2.166 -4.920
C -1.971 2.622 -4.264
C -2.174 2.627 -2.707
O -1.712 1.320 -2.386
C -1.094 0.783 -3.457
O -0.689 -0.380 -3.441
O -0.967 1.630 -4.449
H -4.042 2.813 -4.559
H -3.518 1.150 -4.591
H -3.416 2.105 -5.987
H -1.667 3.662 -4.593
H -3.220 2.793 -2.455
H -1.465 3.357 -2.253
```

For the lowest unoccupied orbital energy, the calculation gives 0.41 eV. As for the max |F|: 4.1 eV Å⁻¹. As for the structure (SMILES): CCOC(=O)C(F)(F)F.CCOC(=O)C(F)(F)F.CCOC(=O)C(F)(F)F.CCOC(=O)C(F)(F)F.CCOC(=O)C(F)(F)F.C[C@H]1COC(=O)O1.C[C@H]1COC(=O)O1.C[C@H]1COC(=O)O1.C[C@H]1COC(=O)O1.C[C@H]1COC(=O)O1.C[C@H]1COC(=O)O1. The calculation puts the HOMO-LUMO gap at 10.935 eV. The HOMO energy is -0.387 Eh. As for the energy: -5318.0371 a.u.

Here are the Mulliken charges for atoms 1 to 4, given in e: -1.050 0.256 -0.291 0.257